Entry 1:
{
  "formula": "C30H58F3N2O3",
  "method": "ωB97M-V with the def2-TZVPD basis set",
  "species": ["C", "C", "C", "C", "C", "C", "C", "C", "C", "C", "O", "C", "C", "F", "F", "F", "H", "H", "H", "H", "H", "H", "H", "H", "H", "H", "H", "H", "H", "H", "H", "H", "H", "H", "H", "H", "H", "H", "C", "C", "C", "C", "C", "C", "N", "O", "C", "C", "C", "H", "H", "H", "H", "H", "H", "H", "H", "H", "H", "H", "H", "H", "H", "H", "H", "H", "H", "C", "C", "C", "C", "C", "C", "N", "O", "C", "C", "C", "H", "H", "H", "H", "H", "H", "H", "H", "H", "H", "H", "H", "H", "H", "H", "H", "H", "H"],
  "xyz": [[-5.606764, -1.507734, 3.993558], [-6.137004, -0.637185, 2.737601], [-5.069694, 0.514653, 2.510826], [-4.800295, 0.898513, 0.993131], [-4.607571, -0.327599, 0.002487], [-3.730446, -1.523546, 0.579447], [-2.144500, -1.352103, 0.357429], [-1.510655, -0.925097, 1.757075], [-0.381590, 0.174424, 1.649089], [-0.937918, 1.499739, 0.960984], [0.249746, 2.265884, 0.593238], [-0.175644, 3.258725, -0.360845], [0.100512, 0.506969, 3.137920], [1.465374, 0.233939, 3.229597], [-0.057665, 1.834497, 3.488120], [-0.531614, -0.245750, 4.108010], [-6.179414, -2.462797, 4.138038], [-5.601010, -0.834913, 4.903063], [-4.509276, -1.705254, 3.764010], [-6.234115, -1.367994, 1.889369], [-7.159928, -0.265696, 3.044509], [-4.114312, 0.312466, 3.094589], [-5.505325, 1.449132, 3.000347], [-3.848481, 1.528213, 0.989862], [-5.617315, 1.586490, 0.627802], [-5.640936, -0.684658, -0.315083], [-4.124307, 0.060221, -0.946886], [-4.017539, -2.444784, -0.025574], [-3.948474, -1.787411, 1.655649], [-1.873578, -0.692823, -0.512225], [-1.752399, -2.388761, 0.110201], [-1.016987, -1.853857, 2.189745], [-2.341811, -0.652383, 2.466325], [-1.495143, 1.283760, 0.003237], [-1.637158, 2.078082, 1.631316], [-1.300763, 3.416657, -0.373134], [0.137031, 3.002319, -1.413096], [0.256714, 4.250414, -0.005915], [6.266295, 2.431359, 4.647188], [6.979941, 1.273305, 3.905166], [7.863655, 1.839223, 2.775650], [7.073306, 2.314608, 1.560606], [6.126404, 1.226327, 1.067893], [5.208085, 0.680569, 2.178091], [5.962802, 0.303197, 3.407030], [6.588084, -0.856153, 3.163770], [4.130174, 1.734021, 2.516093], [4.394481, -0.500414, 1.602653], [7.910590, 0.655874, 4.973208], [5.345535, 2.091235, 5.126693], [6.892431, 2.843480, 5.442810], [6.029212, 3.274194, 3.997094], [8.573357, 1.072536, 2.444024], [8.467937, 2.668435, 3.156893], [6.519097, 3.228433, 1.793926], [7.768878, 2.580677, 0.759982], [5.523561, 1.619389, 0.244243], [6.723424, 0.409987, 0.644871], [3.522293, 1.415331, 3.365512], [3.451488, 1.881317, 1.672450], [4.532297, 2.721294, 2.738783], [5.030752, -1.291682, 1.203086], [3.760801, -0.164540, 0.778830], [3.742404, -0.933383, 2.365592], [7.334848, 0.229620, 5.798662], [8.573873, 1.418990, 5.388111], [8.558416, -0.122020, 4.564836], [-2.719307, -0.120524, -6.541727], [-2.269980, -0.165718, -5.058614], [-0.777284, -0.553771, -4.977298], [-0.516392, -2.030009, -5.245742], [-1.396243, -2.902834, -4.361804], [-2.894298, -2.546190, -4.466173], [-3.154363, -1.093350, -4.301672], [-3.021465, -0.790574, -2.932167], [-3.440239, -3.036053, -5.826699], [-3.667815, -3.394777, -3.434488], [-2.404293, 1.294470, -4.575938], [-3.796008, -0.281346, -6.635195], [-2.512830, 0.854388, -6.996488], [-2.201441, -0.849190, -7.169221], [-0.387949, -0.312604, -3.981683], [-0.194429, 0.047652, -5.686145], [-0.678584, -2.265883, -6.302967], [0.536504, -2.253381, -5.045739], [-1.239754, -3.955988, -4.626260], [-1.061530, -2.797549, -3.323629], [-4.476456, -2.716034, -5.969681], [-3.428331, -4.130348, -5.881734], [-2.859012, -2.697413, -6.683648], [-3.305108, -3.245323, -2.416040], [-3.557672, -4.462687, -3.652449], [-4.736444, -3.159885, -3.459490], [-3.446562, 1.624569, -4.605728], [-1.822160, 1.965496, -5.217417], [-2.024725, 1.434896, -3.561723]],
  "atomic_forces_ev_per_a": [[0.55, 1.02, -0.87], [0.67, -1.04, 1.56], [-1.07, 0.86, -0.12], [0.81, -0.08, 0.35], [-0.16, 0.46, 0.19], [0.15, -0.39, -1.65], [-0.61, -0.75, 1.00], [1.48, -0.91, -1.30], [-4.15, 1.64, 2.63], [1.71, -1.26, -0.73], [-2.03, 0.33, -0.44], [0.03, 1.26, 0.19], [1.02, -0.13, -1.03], [-1.65, 0.28, 0.34], [0.16, -1.71, -0.20], [0.94, 1.07, -1.04], [0.58, 0.98, 0.05], [-0.22, -0.98, -0.77], [-1.38, -0.22, 0.45], [0.08, 1.05, 0.56], [1.08, -0.15, -0.73], [-1.11, -0.01, -0.92], [0.64, -1.05, -0.47], [-1.13, -0.69, -0.05], [0.75, -0.82, 0.29], [1.29, 0.20, 0.48], [-0.47, -0.71, 0.86], [0.21, 1.14, 0.70], [0.23, 0.45, -1.06], [-0.57, -0.63, 0.81], [-0.33, 1.32, 0.17], [-0.68, 1.09, -0.25], [1.04, 0.20, -0.57], [0.49, -0.21, 1.12], [0.81, -0.54, -0.33], [1.23, -0.37, 0.10], [-0.14, 0.23, 1.10], [-0.31, -1.14, -0.78], [-0.19, 0.29, -0.03], [0.30, 1.45, 1.46], [-0.10, -0.17, -0.41], [-0.02, 0.02, 0.02], [0.46, -0.03, 0.15], [-1.96, 0.79, -0.79], [2.62, -2.15, -1.90], [-1.12, 1.13, 0.82], [0.08, 0.37, 0.20], [0.49, -0.44, 0.32], [-0.09, -0.65, -0.33], [0.04, -0.02, -0.13], [0.12, -0.17, -0.14], [-0.11, -0.11, -0.01], [-0.13, -0.11, 0.12], [-0.10, -0.10, 0.22], [-0.03, -0.04, 0.03], [-0.02, 0.02, 0.03], [-0.18, -0.12, 0.17], [-0.07, -0.08, 0.16], [0.12, 0.00, -0.08], [0.10, -0.22, 0.01], [0.07, -0.07, 0.06], [0.07, 0.05, 0.19], [0.09, 0.24, 0.17], [0.08, 0.05, -0.04], [-0.01, 0.00, -0.08], [-0.23, 0.15, -0.16], [-0.24, -0.05, -0.04], [0.14, -0.04, -0.35], [0.17, 0.00, -0.76], [0.18, 0.10, 0.05], [-0.03, 0.01, 0.00], [0.11, -0.13, 0.12], [0.13, -0.49, -0.62], [-0.48, 0.36, 0.71], [0.29, 0.04, 0.51], [0.11, -0.09, -0.31], [0.04, 0.41, 0.33], [-0.08, -0.19, 0.53], [0.08, -0.10, 0.16], [0.11, 0.00, 0.15], [-0.09, -0.06, 0.04], [-0.23, -0.01, 0.04], [-0.09, 0.09, -0.01], [-0.06, 0.01, -0.02], [0.02, -0.01, -0.04], [-0.12, -0.03, 0.01], [-0.20, 0.15, -0.01], [0.11, 0.10, 0.10], [0.04, 0.02, 0.17], [-0.04, 0.10, 0.04], [-0.03, 0.29, -0.11], [0.09, 0.07, -0.24], [0.09, 0.11, 0.01], [0.00, -0.11, 0.05], [-0.01, -0.21, -0.20], [-0.22, -0.26, 0.02]],
  "lowdin_charge": [-0.134, -0.247, -0.230, -0.200, -0.194, -0.181, -0.163, -0.160, 0.059, -0.179, -0.214, -0.119, -0.469, 0.063, 0.092, 0.084, 0.065, 0.072, 0.055, 0.093, 0.099, 0.088, 0.106, 0.087, 0.105, 0.108, 0.092, 0.105, 0.078, 0.092, 0.108, 0.123, 0.094, 0.117, 0.132, 0.093, 0.096, 0.093, -0.040, -0.483, -0.140, -0.185, -0.135, -0.481, -0.055, -0.024, -0.038, -0.038, -0.052, 0.090, 0.078, 0.065, 0.122, 0.122, 0.101, 0.111, 0.126, 0.123, 0.079, 0.090, 0.058, 0.076, 0.091, 0.083, 0.090, 0.081, 0.074, -0.064, -0.511, -0.158, -0.201, -0.156, -0.517, -0.177, -0.321, -0.066, -0.064, -0.073, 0.076, 0.064, 0.053, 0.108, 0.108, 0.092, 0.100, 0.107, 0.109, 0.078, 0.070, 0.047, 0.053, 0.068, 0.080, 0.080, 0.066, 0.054],
  "s_squared": 2.01,
  "homo_energy_ev": [-2.045, -2.041],
  "total_charge": -1,
  "lumo_energy_ev": [2.21, 1.26],
  "multiplicity": 3
}


Entry 2:
{
  "formula": "C30H59BaN11O6P2S6",
  "method": "ωB97M-V with the def2-TZVPD basis set",
  "species": ["Ba", "C", "P", "C", "C", "C", "P", "C", "C", "H", "H", "H", "H", "H", "H", "H", "H", "H", "H", "H", "H", "H", "H", "H", "H", "S", "S", "S", "S", "N", "C", "C", "C", "C", "N", "C", "N", "N", "C", "O", "O", "H", "H", "H", "H", "H", "H", "H", "H", "H", "H", "H", "H", "H", "H", "C", "C", "S", "O", "O", "C", "C", "N", "C", "N", "C", "C", "N", "O", "O", "C", "H", "H", "H", "H", "H", "H", "H", "H", "H", "H", "H", "H", "H", "N", "C", "N", "C", "C", "C", "C", "C", "H", "H", "H", "H", "H", "H", "H", "H", "H", "H", "C", "N", "C", "C", "N", "C", "S", "H", "H", "H", "H", "H", "H"],
  "xyz": [[-0.416719, 0.415889, -0.024973], [2.193065, -3.010979, 4.221216], [1.534944, -1.819178, 2.983396], [0.932218, -3.033134, 1.750174], [0.013116, -1.244255, 3.890628], [-1.291746, -2.027414, 3.706122], [-2.246288, -1.385321, 2.252735], [-3.378628, -0.239376, 3.140093], [-3.368271, -2.785511, 1.898433], [1.424778, -3.712436, 4.556666], [2.594110, -2.479361, 5.084310], [3.006254, -3.578151, 3.766783], [0.437240, -3.894139, 2.206898], [1.797083, -3.397174, 1.192023], [0.242089, -2.622544, 1.007313], [-0.152376, -0.194108, 3.630044], [0.312480, -1.238688, 4.943154], [-1.925274, -1.912873, 4.590980], [-1.123933, -3.099233, 3.581951], [-3.934718, -0.743818, 3.933795], [-4.089456, 0.198040, 2.436387], [-2.790114, 0.571950, 3.572389], [-3.805933, -3.195387, 2.811714], [-2.810620, -3.556557, 1.365906], [-4.171635, -2.451072, 1.240095], [1.720336, -0.287382, -2.282199], [0.637618, -1.577797, -3.503864], [0.117215, -3.159889, -2.325170], [-1.449706, -2.556354, -1.091212], [-1.979537, 2.901156, -0.078155], [-2.164740, 3.453971, 1.269454], [-2.507071, 4.960151, 1.344299], [-1.355672, 5.971977, 1.406411], [-0.298947, 5.668571, 0.356213], [0.976884, 6.361218, 0.532475], [2.043179, 5.804208, 1.099830], [3.260333, 6.352183, 0.858851], [1.936859, 4.740128, 1.866847], [-0.967512, 2.997232, 2.150630], [-0.440626, 3.787175, 2.957536], [-0.608806, 1.808435, 1.961592], [-1.411154, 3.484616, -0.685568], [-2.854838, 2.765572, -0.568995], [-3.013577, 2.912561, 1.696591], [-3.149035, 5.133177, 2.209709], [-3.113971, 5.174961, 0.458686], [-0.902120, 5.933738, 2.393387], [-1.751196, 6.979242, 1.250274], [-0.654459, 5.898184, -0.649318], [-0.046649, 4.608843, 0.348671], [1.096162, 7.270266, 0.119090], [3.365683, 6.889989, 0.015094], [4.061296, 5.798226, 1.147838], [1.045938, 4.456192, 2.323348], [2.776971, 4.241300, 2.108639], [7.075512, 6.381725, 1.477740], [7.589696, 4.966290, 1.284178], [6.310765, 3.752290, 0.965093], [5.070503, 4.259737, 1.539862], [6.801768, 2.472195, 1.382610], [6.114695, 3.735913, -0.821616], [5.696671, 2.364260, -1.358712], [4.583914, 1.754019, -0.652414], [3.312278, 2.238605, -0.624947], [2.532723, 1.515410, 0.154652], [3.310307, 0.509467, 0.649787], [4.575210, 0.643229, 0.174530], [5.665411, -0.250499, 0.393117], [5.521079, -1.075505, 1.268872], [6.643887, -0.177296, -0.336891], [2.882313, 3.406187, -1.430679], [7.889701, 7.018621, 1.820953], [6.285571, 6.409444, 2.225357], [6.695980, 6.803699, 0.546255], [8.091176, 4.572540, 2.169213], [8.293510, 4.891378, 0.455562], [7.081322, 3.993548, -1.253752], [5.400532, 4.520470, -1.069716], [6.531457, 1.677450, -1.298644], [5.423428, 2.481472, -2.408677], [2.935915, -0.254246, 1.314221], [3.258408, 3.341132, -2.453758], [3.228954, 4.345486, -0.999223], [1.796073, 3.437769, -1.483855], [-2.099376, 0.562271, -2.210182], [-2.693206, -0.179367, -2.874734], [-3.427876, -0.984458, -3.608428], [-4.676835, -1.499916, -3.007048], [-4.682289, -3.019192, -3.058863], [-4.619684, -3.527587, -4.505507], [-3.787464, -2.585192, -5.390463], [-2.731391, -1.865201, -4.571542], [-5.530238, -1.079923, -3.548493], [-4.723604, -1.151265, -1.975734], [-5.574002, -3.393874, -2.552953], [-3.814081, -3.364804, -2.493444], [-5.624481, -3.626970, -4.922622], [-4.178047, -4.525497, -4.508817], [-4.429291, -1.836041, -5.862268], [-3.303796, -3.137845, -6.196356], [-2.091145, -1.239275, -5.191221], [-2.095346, -2.570900, -4.030279], [0.033075, 5.041535, -5.984331], [0.560481, 3.813268, -5.431309], [1.215364, 2.826287, -6.154528], [1.503033, 1.833740, -5.291167], [1.025924, 2.219673, -4.059098], [0.434571, 3.427179, -4.133774], [-0.294713, 4.326042, -2.894914], [0.724407, 5.424321, -6.732992], [-0.078685, 5.760010, -5.176454], [-0.942275, 4.871216, -6.441170], [1.405791, 2.926407, -7.207448], [1.986093, 0.881512, -5.420040], [1.074488, 1.562019, -3.253794]],
  "atomic_forces_ev_per_a": [[0.26, -0.88, -0.97], [0.03, 0.00, -0.01], [-0.05, 0.00, 0.01], [-0.07, -0.12, -0.06], [-0.03, 0.03, 0.06], [-0.03, 0.02, 0.01], [0.00, 0.02, 0.07], [-0.02, 0.01, -0.01], [-0.01, -0.01, 0.02], [-0.01, 0.01, -0.01], [0.00, 0.01, 0.00], [0.01, 0.00, 0.00], [0.02, 0.01, 0.02], [0.02, 0.01, 0.02], [0.01, 0.07, 0.00], [0.03, 0.00, -0.02], [-0.02, 0.00, 0.00], [-0.01, -0.05, 0.00], [0.06, 0.02, -0.05], [0.00, 0.00, 0.00], [0.00, 0.00, -0.01], [0.01, 0.01, 0.00], [0.00, 0.00, 0.00], [0.00, 0.00, 0.01], [0.01, 0.01, -0.01], [0.07, 0.12, 0.00], [0.08, 0.09, 0.01], [-0.23, 0.02, 0.16], [0.21, -0.12, 0.00], [-0.03, 0.04, 0.05], [0.15, 0.12, 0.15], [-0.11, -0.02, -0.15], [0.11, -0.15, -0.02], [-0.03, -0.09, -0.03], [-0.12, 0.18, 0.07], [0.12, 0.02, -0.15], [-0.11, -0.07, 0.11], [-0.11, 0.11, 0.09], [0.07, -0.05, 0.00], [0.00, 0.26, -0.02], [-0.01, 0.30, 0.79], [-0.02, -0.01, -0.05], [-0.01, 0.00, 0.03], [-0.03, 0.02, 0.00], [0.02, 0.00, 0.01], [-0.08, 0.01, 0.04], [0.00, 0.03, -0.01], [-0.02, 0.00, -0.01], [0.02, 0.05, 0.02], [-0.03, -0.02, 0.03], [0.01, -0.03, -0.06], [-0.03, -0.03, 0.00], [0.00, 0.09, 0.04], [0.02, -0.21, -0.17], [0.11, -0.11, 0.07], [0.00, 0.00, -0.03], [0.02, -0.03, -0.03], [-0.09, 0.09, 0.01], [0.12, -0.14, -0.08], [0.04, -0.03, -0.03], [-0.06, 0.02, 0.02], [0.02, -0.04, 0.01], [-0.01, 0.12, 0.00], [0.11, -0.26, 0.00], [-0.12, 0.07, -0.01], [0.03, 0.09, 0.14], [-0.03, 0.09, 0.01], [-0.07, -0.19, -0.19], [0.02, 0.04, 0.11], [0.05, 0.10, 0.03], [-0.02, -0.03, -0.03], [0.01, 0.01, -0.03], [0.01, 0.00, 0.02], [-0.03, 0.00, -0.01], [-0.08, 0.02, 0.06], [0.05, -0.04, 0.03], [0.01, 0.00, -0.01], [0.02, 0.01, 0.04], [0.00, -0.03, 0.00], [0.02, -0.01, 0.00], [0.01, 0.01, 0.02], [-0.01, -0.01, -0.01], [0.00, 0.08, 0.05], [-0.03, 0.02, 0.02], [-0.27, 0.28, -0.38], [0.09, 0.09, 0.31], [0.06, -0.03, -0.10], [0.00, -0.02, 0.02], [0.01, 0.00, 0.00], [0.00, -0.01, 0.00], [0.00, 0.00, -0.01], [0.00, 0.00, 0.00], [0.00, -0.01, 0.00], [0.00, 0.00, 0.00], [-0.01, 0.00, 0.00], [-0.01, -0.01, 0.01], [0.00, 0.01, 0.01], [0.00, 0.00, -0.01], [-0.01, 0.00, 0.00], [0.01, 0.00, 0.01], [0.00, -0.01, 0.00], [0.00, 0.00, -0.01], [0.00, -0.01, 0.00], [0.01, -0.02, 0.01], [0.00, 0.03, -0.01], [-0.03, -0.01, 0.04], [-0.06, -0.08, -0.10], [0.03, -0.04, -0.04], [0.01, 0.04, 0.06], [0.00, 0.00, 0.00], [0.00, 0.00, -0.01], [0.00, 0.01, 0.00], [0.00, 0.01, -0.01], [0.01, -0.01, -0.01], [-0.03, 0.07, 0.05]],
  "lowdin_charge": [1.383, -0.310, 0.876, -0.316, -0.437, -0.418, 0.778, -0.293, -0.309, 0.039, 0.029, 0.035, 0.040, 0.045, -0.064, 0.035, 0.069, 0.076, 0.066, 0.039, 0.033, 0.032, 0.042, 0.008, 0.035, -0.150, -0.179, -0.146, -0.171, -0.030, -0.292, -0.134, -0.174, -0.192, 0.105, -0.444, 0.182, 0.263, -0.644, -0.028, -0.344, -0.024, 0.075, 0.141, 0.116, 0.115, 0.101, 0.113, 0.082, 0.096, 0.153, 0.114, 0.051, 0.091, 0.110, -0.112, -0.283, 0.695, -0.350, -0.267, -0.192, -0.125, 0.050, -0.371, 0.051, -0.075, -0.156, -0.332, 0.102, 0.062, -0.006, 0.083, 0.073, 0.077, 0.109, 0.100, 0.109, 0.089, 0.111, 0.138, 0.042, 0.092, 0.058, 0.022, 0.022, -0.352, -0.079, -0.143, -0.189, -0.187, -0.174, -0.171, 0.120, 0.117, 0.112, 0.061, 0.103, 0.109, 0.112, 0.112, 0.116, 0.064, -0.047, -0.138, -0.058, -0.081, 0.044, -0.776, 0.602, 0.089, 0.045, 0.096, 0.116, 0.110, -0.023],
  "relative_energy_kj_mol": 158.3,
  "homo_energy_ev": -5.702,
  "lumo_energy_ev": -0.45
}